1.
A 7-piece molecular cluster, C32H64FN3O19P overall, computed with the ωB97M-V functional and the def2-TZVPD basis.

XYZ file:
```
120
C32H64FN3O19P the ωB97M-V functional and the def2-TZVPD basis
C -6.2126 2.2412 -3.0057
C -6.8578 0.9515 -2.3258
C -6.4532 -0.4012 -3.0136
N -5.3203 -1.1317 -2.3636
N -4.4123 -0.2922 -1.7122
C -4.4794 -0.3349 -0.3027
C -3.4544 0.5757 0.0830
P -3.1241 0.8524 1.8925
C -3.2805 2.6702 2.3103
C -1.3970 0.2074 2.2741
N -2.8535 1.0809 -1.0870
C -1.7528 2.0608 -1.0879
C -0.3283 1.4640 -1.3714
C 0.5869 2.6925 -1.7985
O 0.4283 3.7558 -0.8627
C 0.4451 5.0527 -1.4725
C -3.4388 0.5348 -2.1876
C -3.1905 0.6657 -3.7075
C -2.4628 1.9584 -4.1769
F -3.2361 3.1176 -4.0854
H -6.9915 3.0433 -2.9129
H -6.0479 2.0802 -4.0949
H -5.3116 2.6024 -2.4550
H -7.9620 1.0655 -2.4978
H -6.7193 0.9701 -1.2204
H -7.3471 -1.0775 -2.9234
H -6.3234 -0.2439 -4.1188
H -4.8445 -1.6597 -3.1031
H -5.1768 -0.9527 0.2830
H -3.6921 2.7213 3.3504
H -2.2919 3.1903 2.3180
H -4.0018 3.1880 1.6361
H -0.9034 0.8248 3.0647
H -1.4746 -0.8689 2.5724
H -0.8082 0.2138 1.3172
H -1.7244 2.5134 -0.0628
H -1.9449 2.9267 -1.7751
H 0.1158 0.9286 -0.5030
H -0.3711 0.7959 -2.2676
H 1.6627 2.3716 -1.7479
H 0.2954 2.9433 -2.8475
H -0.5416 5.5460 -1.2357
H 0.5278 5.0447 -2.5851
H 1.2245 5.7398 -1.0507
H -2.6249 -0.2499 -4.0283
H -4.1859 0.6336 -4.2269
H -1.4660 2.0895 -3.6826
H -2.2196 1.8106 -5.2646
C -7.0247 0.6022 3.2274
O -7.6741 0.4551 4.4856
C -6.9953 -0.2924 5.3668
O -5.9291 -0.8181 5.1721
O -7.7068 -0.3507 6.4939
C -7.1005 -1.1217 7.5328
H -7.6609 1.2221 2.5971
H -6.0621 1.1015 3.3459
H -6.8976 -0.3677 2.7436
H -6.1422 -0.6903 7.8228
H -6.9766 -2.1587 7.2200
H -7.7674 -1.0956 8.3921
C 4.4632 -2.6519 1.7623
O 3.0427 -2.6871 1.9077
C 2.3659 -2.4636 0.7864
O 2.8353 -2.2383 -0.3046
O 1.0581 -2.5270 1.0708
C 0.2131 -2.3032 -0.0515
H 4.8972 -2.8479 2.7402
H 4.7975 -3.4267 1.0729
H 4.7919 -1.6675 1.4259
H 0.3776 -3.0628 -0.8169
H 0.3743 -1.3043 -0.4602
H -0.8192 -2.3745 0.2897
C 5.3291 -4.7796 -1.5362
O 6.0904 -5.9019 -1.9782
C 6.2639 -6.8383 -1.0417
O 5.8414 -6.7891 0.0877
O 6.9815 -7.8302 -1.5700
C 7.2453 -8.9092 -0.6711
H 5.2500 -4.0836 -2.3688
H 4.3236 -5.0882 -1.2456
H 5.8320 -4.2757 -0.7104
H 6.3147 -9.3739 -0.3441
H 7.8244 -8.5636 0.1856
H 7.8321 -9.6496 -1.2109
C 3.6434 10.9303 -1.0849
O 2.8250 9.7626 -1.1780
C 1.8760 9.6825 -0.2410
O 1.6723 10.4839 0.6316
O 1.1877 8.5490 -0.4433
C 0.1334 8.3310 0.4921
H 4.3720 10.8850 -1.8919
H 3.0429 11.8317 -1.2084
H 4.1774 10.9512 -0.1348
H -0.6078 9.1286 0.4325
H 0.5274 8.2482 1.5056
H -0.3490 7.3908 0.2314
C 4.1636 -7.0010 2.6416
O 3.3808 -5.9259 3.1726
C 2.5998 -6.2691 4.2018
O 2.5125 -7.3656 4.6895
O 1.9297 -5.1780 4.5968
C 1.0504 -5.4000 5.6984
H 4.7517 -6.6037 1.8172
H 4.8443 -7.3915 3.3991
H 3.5196 -7.7939 2.2591
H 1.6079 -5.7272 6.5764
H 0.2825 -6.1289 5.4375
H 0.5662 -4.4523 5.9278
C 7.4260 1.1153 -4.3552
O 6.6327 -0.0718 -4.3837
C 5.7253 -0.1500 -3.4055
O 5.5396 0.6724 -2.5441
O 5.0585 -1.2999 -3.5491
C 4.0481 -1.5180 -2.5608
H 8.1210 1.0653 -5.1911
H 6.7999 1.9998 -4.4757
H 7.9990 1.1733 -3.4295
H 3.2877 -0.7373 -2.6101
H 4.4863 -1.5646 -1.5690
H 3.5744 -2.4738 -2.7737
```

Computed properties:
* max |F|: 4.129 eV/A
* 2S+1: 1
* DFT total energy: -89592.498 eV
* charge: +1


2.
C34H58BN6S3Si2Tl as an isolated structure, computed with the ωB97M-V functional and the def2-TZVPD basis.

XYZ file:
```
105
C34H58BN6S3Si2Tl the ωB97M-V functional and the def2-TZVPD basis
Tl -1.8971 0.3695 1.2755
C -1.6521 2.8571 -3.8235
C -0.5939 2.4961 -2.8452
C 0.6497 3.0738 -2.9211
C 1.6758 2.6203 -2.0524
N 1.4370 1.6581 -1.1848
N 0.2350 1.1166 -1.0799
B 0.0707 0.0582 0.0210
N -0.0421 -1.3460 -0.5652
N 0.3509 -1.4778 -1.8552
C 0.1721 -2.6236 -2.4493
C -0.3117 -3.7391 -1.7350
C -0.5293 -3.6699 -0.3948
C -0.7618 -4.8860 0.4827
C -0.3649 -2.4106 0.2361
S -0.6475 -2.2136 1.8999
C 0.6581 -2.6744 -3.8840
C 2.1894 -3.0120 -3.8224
C -0.0794 -3.7086 -4.6901
C 0.6094 -1.3657 -4.6013
N 1.2333 0.1646 0.9965
N 2.1755 -0.7814 0.8129
C 3.1536 -0.8791 1.6994
C 3.1526 -0.1084 2.8738
C 2.3478 0.9928 2.9478
C 2.4461 2.0093 4.0263
C 1.3268 1.1519 1.9489
S 0.2229 2.4367 1.8900
C 4.0681 -2.0818 1.5212
C 4.7585 -1.9759 0.1428
C 5.1304 -2.1805 2.6105
C 3.2147 -3.3743 1.4785
C -0.8343 1.4517 -1.9057
S -2.3323 0.7004 -1.8713
C 3.1064 3.0901 -2.0997
C 3.7180 2.6753 -3.4484
C 3.1451 4.6154 -2.0292
C 3.9372 2.4606 -0.9650
H -1.3390 3.7746 -4.3341
H -1.7142 2.0470 -4.5555
H -2.6115 2.8926 -3.3283
H 0.7690 3.8544 -3.6485
H -0.4463 -4.6585 -2.2646
H -0.6962 -5.7643 -0.1597
H -0.0567 -4.9014 1.3004
H -1.7297 -4.8419 0.9267
H 2.4048 -4.0577 -3.5609
H 2.6551 -2.8624 -4.7977
H 2.6585 -2.3547 -3.1407
H 0.0322 -4.6633 -4.1903
H -1.1655 -3.4766 -4.7564
H 0.2948 -3.8210 -5.7087
H 1.3211 -0.6479 -4.1571
H 0.8311 -1.4675 -5.6881
H -0.3660 -0.9098 -4.5431
H 3.8480 -0.2793 3.6489
H 2.9721 1.6546 4.9163
H 3.0470 2.8145 3.6332
H 1.4880 2.4606 4.3130
H 5.4047 -1.0781 0.2031
H 5.2885 -2.9104 -0.0742
H 3.9512 -1.8004 -0.5990
H 5.6862 -1.2491 2.7006
H 4.7126 -2.3912 3.5772
H 5.8307 -3.0235 2.4244
H 2.5259 -3.3443 0.6032
H 3.9255 -4.2381 1.4409
H 2.6087 -3.4937 2.3658
H 3.1388 3.0952 -4.2755
H 4.7076 3.0588 -3.5193
H 3.7636 1.5801 -3.4461
H 2.5729 5.0101 -2.8909
H 2.6807 4.9693 -1.0985
H 4.1906 4.9279 -2.1478
H 3.9229 1.3659 -1.0161
H 4.9975 2.7411 -1.0753
H 3.5987 2.7089 0.0308
C -3.9060 3.5524 2.2300
Si -3.8571 2.0806 3.4106
C -5.3994 2.2141 4.4333
C -2.4714 2.1174 4.7250
C -3.7355 0.4091 2.5485
Si -5.1228 -0.2540 1.5127
C -6.6386 -0.4629 2.5661
C -5.5570 0.8442 0.0596
C -4.3574 -1.8818 0.8312
H -4.6537 4.2107 2.6269
H -4.2137 3.2142 1.2435
H -2.9520 4.0548 2.1223
H -5.4831 3.0981 5.0445
H -5.5014 1.2832 5.0180
H -6.2867 2.1836 3.7962
H -2.6865 2.9378 5.3619
H -1.4166 2.1491 4.4137
H -2.5979 1.1821 5.2870
H -3.5712 -0.3149 3.3566
H -7.3237 0.4166 2.4803
H -6.4474 -0.5320 3.6138
H -7.2347 -1.3756 2.3144
H -6.0753 1.7515 0.4453
H -6.2261 0.3182 -0.5962
H -4.6999 1.1611 -0.5456
H -3.5405 -2.2657 1.4751
H -3.8723 -1.5915 -0.1103
H -5.0145 -2.7108 0.5873
```

Computed properties:
* max |F|: 2.013 eV/A
* 2S+1: 1
* relative energy (zero: lowest compared OMol25 entry of this formula, charge and spin): 0.0 kJ/mol
* charge: 0


3.
An isolated molecule of C17H20N2O5, computed with the ωB97M-V functional and the def2-TZVPD basis.

XYZ file:
```
44
C17H20N2O5 the ωB97M-V functional and the def2-TZVPD basis
O -3.2739 -2.8202 -1.3452
C -2.6229 -1.8451 -1.0626
O -1.3500 -1.7077 -1.4848
C -3.1221 -0.7302 -0.2359
C -2.5169 0.4624 -0.1846
C -1.2960 0.8121 -0.9870
O -1.3969 1.2339 -2.1224
N -0.1154 0.7581 -0.3271
C 0.0926 0.1484 0.9647
C 0.9806 -1.0948 0.8234
N 2.2060 -0.7363 0.1425
C 3.3897 -0.8550 0.7929
O 3.4734 -1.3731 1.8913
C 4.5954 -0.3132 0.1122
C 4.8806 0.9160 -0.4271
C 6.2518 0.8898 -0.7656
C 6.6983 -0.3455 -0.4046
O 5.7114 -1.0681 0.1325
C 1.9701 -0.1760 -1.1657
C 1.1094 1.0841 -1.0252
C -3.0819 1.6338 0.5669
C -4.5331 1.4102 0.9820
C -4.6935 0.0123 1.5674
C -4.4074 -1.0238 0.4879
H -1.1389 -2.4408 -2.0854
H -0.8656 -0.1331 1.4000
H 0.5907 0.8730 1.6206
H 1.2437 -1.4973 1.8027
H 0.4505 -1.8535 0.2400
H 4.2107 1.7431 -0.5472
H 6.8196 1.6801 -1.2115
H 7.6617 -0.8090 -0.4825
H 2.9125 0.0461 -1.6625
H 1.4139 -0.9096 -1.7611
H 0.8366 1.4802 -2.0047
H 1.6513 1.8458 -0.4538
H -2.9979 2.5209 -0.0661
H -2.4611 1.8134 1.4515
H -4.8272 2.1688 1.7087
H -5.1795 1.5085 0.1086
H -5.7044 -0.1261 1.9523
H -3.9962 -0.1167 2.3983
H -4.3522 -2.0282 0.9126
H -5.2176 -1.0379 -0.2464
```

Computed properties:
* max |F|: 0.992 eV/A
* 2S+1: 1
* relative energy (zero: lowest compared OMol25 entry of this formula, charge and spin): 191.7 kJ/mol
* charge: 0


4.
A 9-piece molecular cluster, C26H46F11N2O21P2 overall, computed with the ωB97M-V functional and the def2-TZVPD basis.

XYZ file:
```
108
C26H46F11N2O21P2 the ωB97M-V functional and the def2-TZVPD basis
P 0.4794 -0.2215 1.0877
F 1.2238 0.4235 2.3812
F -1.0057 0.4058 1.4878
F 0.8460 1.1852 0.3009
F -0.2345 -0.9410 -0.1790
F 1.8974 -0.7844 0.5919
F 0.0884 -1.4979 2.0254
C 0.4630 0.1591 -2.1782
C -0.9220 0.6417 -2.8251
C -1.3575 2.1627 -2.7235
O -1.4376 2.4674 -1.3469
C -2.1470 3.6812 -1.1329
N -0.6999 0.3191 -4.2173
H 0.4227 -0.9160 -2.0033
H 0.6260 0.5715 -1.1824
H 1.2940 0.4198 -2.8337
H -1.7196 -0.0092 -2.4668
H -2.2477 2.3986 -3.3066
H -0.5102 2.7459 -3.0842
H -1.7517 4.4023 -1.8484
H -2.0506 3.9627 -0.0844
H -3.1495 3.4363 -1.4836
H -1.4988 0.5428 -4.7933
H -0.5847 -0.6808 -4.3012
C 2.0000 3.2685 -0.1399
C 3.0621 2.8840 0.8343
C 2.6751 3.0912 2.3232
O 2.3769 4.5463 2.4600
C 1.9338 4.8815 3.7943
N 3.3790 1.4663 0.4884
H 1.0414 2.8128 0.1078
H 2.1973 3.0144 -1.1814
H 1.8621 4.3497 -0.1470
H 4.0261 3.3926 0.8252
H 3.5568 2.7546 2.8685
H 1.8155 2.4783 2.5943
H 2.7188 4.5630 4.4800
H 0.9784 4.4261 4.0549
H 1.8315 5.9665 3.8174
H 4.1466 0.9599 0.9061
H 2.5374 0.9156 0.5808
C -5.0844 -2.8399 -1.7135
O -4.3286 -4.0776 -1.8852
P -2.7862 -3.8750 -2.3985
O -1.9262 -5.0283 -2.0053
O -2.8197 -3.5487 -4.0005
C -3.2679 -4.5072 -4.9731
O -2.3121 -2.4949 -1.7310
C -1.1286 -1.8361 -2.1800
H -5.9642 -3.0684 -2.3151
H -4.6624 -1.9380 -2.1569
H -5.2217 -2.6871 -0.6431
H -3.0870 -5.5221 -4.6190
H -2.7386 -4.3067 -5.9046
H -4.3000 -4.3171 -5.2677
H -1.3709 -0.9061 -2.6943
H -0.4619 -2.4528 -2.7828
H -0.5478 -1.5609 -1.2996
C 2.3725 -0.1858 -1.4187
C 3.6846 -0.4033 -0.6195
O 4.4876 0.7067 -0.8788
C 3.9738 1.3245 -2.0371
O 4.5182 2.2981 -2.6188
O 2.7612 0.7666 -2.3794
F 4.2540 -1.5379 -1.1413
H 1.4919 0.1461 -0.8687
H 2.0651 -1.1143 -1.8999
H 3.4882 -0.5936 0.4357
C 1.3692 -1.9418 3.2860
C 0.9180 -0.8571 4.1665
O 1.9149 -0.7557 5.1835
C 2.6381 -1.8230 5.1488
O 3.5846 -2.0813 5.8919
O 2.1907 -2.6114 4.1857
F -0.2012 -1.3509 4.6898
H 1.8899 -1.4154 2.4860
H 0.4697 -2.4829 2.9926
H 0.7472 0.0657 3.6122
C -0.8610 2.7009 1.3950
C -0.4494 2.3066 2.8162
O -1.7211 1.8892 3.3441
C -2.7068 2.1046 2.4191
O -3.8246 1.6871 2.6292
O -2.2809 2.7893 1.3996
F 0.0897 3.3140 3.4257
H -0.7445 1.8538 0.7190
H -0.3758 3.5994 1.0136
H 0.2420 1.4795 2.9773
C -2.3264 0.7119 -0.2124
C -2.6045 -0.6983 0.2326
O -3.7039 -1.0365 -0.5542
C -3.9128 -0.1652 -1.5273
O -4.7909 -0.2033 -2.3084
O -2.9681 0.8328 -1.4833
F -2.9258 -0.9748 1.5276
H -1.2528 0.8241 -0.3637
H -2.8449 1.4411 0.4101
H -1.7789 -1.3729 0.0056
C 2.5533 -2.9712 1.0569
C 1.5944 -3.3111 -0.1557
O 0.4875 -3.7949 0.5444
C 0.8673 -4.2602 1.7340
O 0.2444 -5.1163 2.3995
O 2.1676 -3.8505 2.0402
F 2.0885 -4.2174 -0.9319
H 2.1098 -1.9844 1.1899
H 3.6104 -2.9553 0.7919
H 1.2459 -2.4541 -0.7321
```

Computed properties:
* max |F|: 9.353 eV/A
* 2S+1: 1
* DFT total energy: -122136.739 eV
* charge: -1


5.
C40H28NO8P2PtS2 as an isolated structure, computed with the ωB97M-V functional and the def2-TZVPD basis.

XYZ file:
```
82
C40H28NO8P2PtS2 the ωB97M-V functional and the def2-TZVPD basis
Pt -0.3217 -0.2075 0.9642
S 0.9489 0.7701 -1.1455
P 1.0286 -2.2341 -1.6964
C 1.1448 -0.8458 -0.4802
P 2.6393 -0.9009 0.5909
S 2.1320 -0.3111 2.3958
C 3.9231 0.1121 -0.1898
C 4.6693 0.9880 0.5892
C 5.6475 1.7761 -0.0001
C 5.8731 1.6970 -1.3652
C 5.1184 0.8334 -2.1486
C 4.1420 0.0458 -1.5654
C 3.2630 -2.6080 0.5915
C 4.1182 -3.0953 -0.3928
C 4.5160 -4.4220 -0.3714
C 4.0604 -5.2691 0.6275
C 3.2141 -4.7871 1.6147
C 2.8180 -3.4607 1.5995
C 0.5122 -3.6885 -0.7008
C -0.2970 -3.6574 0.4326
C -0.6546 -4.8289 1.0789
C -0.2110 -6.0531 0.5972
C 0.5935 -6.0985 -0.5309
C 0.9562 -4.9230 -1.1702
C -0.5163 -1.8893 -2.6112
C -0.4125 -1.7801 -3.9948
C -1.5402 -1.5567 -4.7709
C -2.7803 -1.4363 -4.1644
C -2.8929 -1.5466 -2.7854
C -1.7686 -1.7767 -2.0135
H 4.4676 1.0566 1.6509
H 6.2235 2.4620 0.6065
H 6.6292 2.3194 -1.8246
H 5.2818 0.7841 -3.2165
H 3.5329 -0.6052 -2.1822
H 4.4839 -2.4447 -1.1735
H 5.1838 -4.7932 -1.1366
H 4.3671 -6.3064 0.6370
H 2.8551 -5.4449 2.3946
H 2.1644 -3.0728 2.3706
H -0.6564 -2.7117 0.8376
H -1.2801 -4.7785 1.9599
H -0.4913 -6.9686 1.1025
H 0.9472 -7.0492 -0.9099
H 1.6040 -4.9589 -2.0381
H 0.5610 -1.8627 -4.4633
H -1.4483 -1.4716 -5.8458
H -3.6614 -1.2485 -4.7639
H -3.8556 -1.4367 -2.3042
H -1.8791 -1.8585 -0.9374
O -2.7436 6.0064 2.6152
C -2.0174 5.4467 3.4536
O -1.5987 5.8256 4.5507
C -1.4378 4.1142 2.9678
C -0.4640 4.0942 1.9733
C 0.0169 2.8888 1.5066
N -0.4376 1.7284 1.9730
C -1.3632 1.7189 2.9382
C -1.8616 2.8904 3.4735
C -1.8612 0.3517 3.3882
O -2.5652 0.2596 4.3719
O -1.4857 -0.6502 2.6582
H -0.1028 5.0196 1.5474
H 0.7692 2.8312 0.7314
H -2.5966 2.8244 4.2630
O -1.3706 1.3741 -1.7601
C -2.1604 1.4467 -0.7948
O -2.2211 0.6365 0.1818
C -3.0638 2.6385 -0.7021
C -2.9672 3.6501 -1.6457
C -3.6281 4.8682 -1.4727
C -4.3659 5.0141 -0.3250
O -5.0467 6.1098 0.1066
C -5.4818 5.7858 1.4346
O -5.3329 4.3819 1.6040
C -4.5110 3.9813 0.5929
C -3.8760 2.7814 0.4374
H -2.3161 3.4975 -2.4945
H -3.5273 5.6771 -2.1799
H -6.5393 6.0437 1.5249
H -4.8522 6.3099 2.1591
H -3.9435 1.9974 1.1736
```

Computed properties:
* max |F|: 0.812 eV/A
* 2S+1: 5
* relative energy (zero: lowest compared OMol25 entry of this formula, charge and spin): 12.4 kJ/mol
* charge: -1